14
Properties=species:S:1:pos:R:3:forces:R:3:nbo_charge:R:1 method="wB97M-V/def2-TZVPD" e_homo_ev=-2.9 de_lowest_kcal_mol=55.5 e_lumo_ha=0.1225 gap_ev=6.235 total_charge=-1
S 0.651 0.939 1.992 0.34 0.11 1.03 -0.125
O -0.770 -1.488 -2.194 -1.42 0.49 0.59 -0.957
N 1.211 -0.430 -0.901 -1.84 -0.25 1.86 -0.923
C -0.164 -0.368 -0.178 -1.10 -0.32 -1.63 -0.102
C -0.452 0.918 0.558 2.74 1.48 -1.28 -0.526
C -1.277 -0.498 -1.343 2.27 -2.14 0.12 -0.056
H -2.250 -0.595 -0.791 0.16 -0.60 -0.34 0.091
H -1.457 1.223 0.812 -0.39 -0.69 0.31 0.215
H -1.368 0.389 -1.935 -0.03 1.52 -0.09 0.113
H -0.304 -1.281 0.460 0.08 0.86 -0.34 0.169
H 1.730 -1.189 -0.387 -0.69 0.84 -1.21 0.328
H 1.592 0.100 1.482 -0.44 0.47 0.07 0.136
H -0.065 1.765 -0.112 -0.57 -1.14 0.69 0.210
H 0.732 -0.830 -1.769 0.90 -0.63 0.24 0.428